(1)
{"formula": "C27H54N5O8", "method": "wB97M-V/def2-TZVPD", "species": ["C", "C", "O", "C", "N", "C", "C", "O", "C", "N", "C", "C", "O", "N", "O", "C", "O", "O", "H", "H", "H", "H", "H", "H", "H", "H", "H", "H", "H", "H", "H", "H", "H", "H", "H", "H", "C", "C", "C", "C", "C", "C", "N", "O", "C", "C", "C", "H", "H", "H", "H", "H", "H", "H", "H", "H", "H", "H", "H", "H", "H", "H", "H", "H", "H", "C", "C", "C", "C", "C", "C", "N", "O", "C", "C", "C", "H", "H", "H", "H", "H", "H", "H", "H", "H", "H", "H", "H", "H", "H", "H", "H", "H", "H"], "xyz": [[2.5552, 0.2277, 3.8282], [1.8890, 1.2005, 4.9554], [0.6314, 0.5510, 5.4551], [1.6535, 2.7543, 4.5389], [2.0492, 3.2086, 3.2027], [3.4822, 3.3398, 2.8766], [3.9381, 4.7435, 2.1247], [4.9181, 5.4663, 2.9784], [4.6868, 4.4460, 0.6945], [3.8757, 3.6183, -0.2839], [1.0648, 3.2194, 2.1110], [0.3161, 1.8186, 1.7265], [-0.5823, 1.2777, 2.7654], [-1.2342, 0.2605, 2.1163], [-1.3439, -0.6365, 2.9421], [-0.1243, 4.3663, 2.3745], [-1.2293, 4.4433, 1.6176], [-0.0113, 5.3287, 3.5195], [2.0113, -0.8257, 3.8527], [3.6709, 0.0019, 4.1885], [2.6562, 0.6804, 2.7549], [2.6181, 1.1871, 5.9006], [0.3080, 1.0941, 6.2533], [2.2164, 3.4202, 5.3546], [0.4969, 2.9887, 4.7182], [3.9067, 2.4539, 2.2307], [4.1014, 3.3202, 3.8972], [2.9844, 5.4004, 1.9429], [4.6156, 6.4261, 3.0523], [4.8836, 5.4964, 0.1647], [5.7477, 3.9696, 0.8816], [3.6908, 2.6470, 0.0691], [2.9612, 4.0759, -0.5233], [1.6078, 3.5914, 1.1146], [-0.3892, 2.0655, 0.7948], [1.0452, 0.9668, 1.3198], [3.8107, 0.7401, -4.3956], [3.6206, -0.1443, -3.1322], [3.4643, -1.6287, -3.5637], [2.1098, -1.9273, -4.2042], [0.9637, -1.4710, -3.3073], [1.0864, 0.0054, -2.8448], [2.4522, 0.3426, -2.3226], [2.5631, -0.2166, -1.0351], [0.7274, 0.9610, -4.0098], [-0.0441, 0.2766, -1.7945], [4.9754, 0.0154, -2.3677], [4.8543, 0.7452, -4.7317], [3.2360, 0.3946, -5.2570], [3.5448, 1.7849, -4.1958], [3.5906, -2.2888, -2.6958], [4.2589, -1.9019, -4.2703], [2.0329, -1.4499, -5.1867], [2.0228, -3.0055, -4.3852], [0.0152, -1.6221, -3.8383], [0.9287, -2.1350, -2.4330], [0.9068, 2.0062, -3.7320], [-0.3333, 0.8772, -4.2749], [1.2704, 0.7542, -4.9311], [-0.0082, -0.4165, -0.9462], [-1.0366, 0.1542, -2.2452], [0.0154, 1.3001, -1.4049], [5.1351, 1.0583, -2.0671], [5.8207, -0.2787, -3.0021], [5.0401, -0.6131, -1.4725], [-4.4705, -1.4737, 1.1554], [-3.8137, -2.4748, 0.1649], [-4.1014, -2.0185, -1.2921], [-5.5484, -2.2568, -1.7203], [-5.9608, -3.7063, -1.4853], [-5.6810, -4.2060, -0.0428], [-4.2979, -3.8716, 0.4335], [-3.4064, -4.7604, -0.1974], [-6.7233, -3.6142, 0.9384], [-5.9777, -5.7438, 0.0002], [-2.2838, -2.3164, 0.4469], [-3.8355, -0.5957, 1.3226], [-5.4218, -1.0733, 0.7999], [-4.6308, -1.9314, 2.1387], [-3.4411, -2.5488, -1.9904], [-3.8687, -0.9516, -1.4062], [-6.2257, -1.5810, -1.1877], [-5.6573, -2.0158, -2.7846], [-7.0269, -3.8152, -1.7218], [-5.4257, -4.3355, -2.2093], [-6.4807, -3.8742, 1.9753], [-7.7252, -4.0106, 0.7343], [-6.8243, -2.5317, 0.8720], [-5.3995, -6.3069, -0.7413], [-7.0330, -5.9465, -0.2196], [-5.7631, -6.1603, 0.9918], [-2.0433, -2.6058, 1.4774], [-1.9661, -1.2749, 0.3137], [-1.6585, -2.9089, -0.2304]], "mulliken_spin": [-0.001, 0.000, 0.000, 0.000, 0.001, 0.000, 0.000, 0.000, 0.000, -0.002, -0.002, -0.002, 0.000, -0.001, 0.000, 0.000, 0.000, 0.000, 0.000, 0.000, 0.002, 0.000, 0.000, 0.000, 0.000, 0.000, 0.000, 0.000, 0.000, 0.000, 0.000, 0.003, -0.001, 0.000, 0.000, 0.005, 0.009, 0.030, 0.017, -0.018, 0.019, 0.045, 0.265, 0.652, 0.011, -0.040, -0.005, 0.001, 0.001, -0.006, 0.002, 0.002, 0.001, 0.002, 0.001, 0.000, -0.007, 0.000, 0.002, 0.006, -0.001, 0.010, 0.000, 0.000, 0.000, 0.026, 0.019, 0.027, -0.021, 0.021, 0.028, 0.280, 0.642, 0.009, -0.006, -0.008, 0.001, 0.001, -0.014, 0.000, 0.000, 0.000, 0.002, 0.000, 0.004, -0.007, 0.001, 0.002, 0.000, 0.000, 0.000, -0.008, 0.002, 0.002], "multiplicity": 3, "lumo_ev": [2.169, 1.346], "charge": -1}

(2)
{"formula": "C20H21BrGaN6O3", "method": "wB97M-V/def2-TZVPD", "species": ["Ga", "C", "O", "C", "C", "C", "Br", "C", "C", "C", "O", "C", "N", "C", "C", "C", "C", "C", "C", "N", "H", "H", "H", "H", "H", "H", "H", "H", "H", "H", "H", "N", "N", "H", "H", "H", "H", "N", "C", "O", "C", "C", "C", "N", "C", "C", "H", "H", "H", "H", "H", "H"], "xyz": [[2.4335, 0.2738, -2.0390], [-0.0459, 0.2088, -4.4063], [0.1396, 0.5223, -3.0058], [-0.9444, 0.9994, -2.3227], [-2.2171, 1.1004, -2.8644], [-3.2479, 1.6630, -2.1234], [-4.9461, 1.8481, -2.9034], [-3.0342, 2.0885, -0.8330], [-1.7711, 1.9202, -0.2446], [-0.7165, 1.4057, -1.0150], [0.6003, 1.3000, -0.5652], [-1.6683, 2.2960, 1.1509], [-2.4929, 3.1970, 1.7059], [-2.2087, 3.2338, 3.0039], [-2.8043, 4.0082, 4.0454], [-2.3176, 3.8440, 5.3067], [-1.2710, 2.9259, 5.5745], [-0.6226, 2.1964, 4.5540], [-1.1309, 2.3273, 3.2981], [-0.7828, 1.7849, 2.0634], [-0.7641, -0.6012, -4.5217], [0.9225, -0.1165, -4.7762], [-0.3681, 1.0902, -4.9581], [-2.4193, 0.7779, -3.8755], [-3.8187, 2.5483, -0.2492], [0.7580, 1.9144, 0.1636], [-3.6456, 4.6519, 3.8256], [-2.7603, 4.3928, 6.1264], [-0.9730, 2.7571, 6.6014], [0.2439, 1.5865, 4.7721], [-0.2235, 0.9553, 1.9464], [4.7667, 1.2672, -0.4474], [4.9442, 0.2945, 0.4503], [5.5235, 1.3831, -1.1310], [4.5702, 2.1591, 0.0062], [5.3953, 0.5554, 1.3307], [5.3625, -0.5423, 0.0485], [-0.3137, -6.3215, 0.2836], [0.4933, -6.0161, -0.7513], [0.9910, -6.8261, -1.4956], [0.8005, -4.5397, -0.9960], [0.2413, -3.4716, -0.3003], [0.6294, -2.1864, -0.6354], [1.5181, -1.9340, -1.6006], [2.0484, -2.9613, -2.2778], [1.7114, -4.2718, -2.0075], [-0.5118, -7.2975, 0.4423], [-0.7132, -5.6529, 0.9132], [-0.4875, -3.6025, 0.4866], [0.2163, -1.3255, -0.1223], [2.7645, -2.7266, -3.0569], [2.1465, -5.0840, -2.5740]], "nbo_charge": [0.921, -0.261, -0.559, 0.242, -0.222, -0.088, 0.192, -0.142, -0.195, 0.310, -0.742, 0.491, -0.382, 0.191, -0.107, -0.215, 0.014, -0.253, 0.218, -0.580, 0.214, 0.209, 0.221, 0.265, 0.276, 0.508, 0.272, 0.270, 0.255, 0.248, 0.432, -0.400, -0.421, 0.437, 0.419, 0.433, 0.417, -0.790, 0.631, -0.543, -0.030, -0.213, 0.030, -0.585, 0.032, -0.179, 0.436, 0.394, 0.234, 0.192, 0.214, 0.289], "lumo_ev": [-11.341, -12.584], "relative_energy_ev": 3.477, "charge": 3}

(3)
{"formula": "C30H39AuN8O2S2", "method": "wB97M-V/def2-TZVPD", "species": ["Au", "C", "N", "C", "C", "N", "C", "C", "C", "C", "C", "C", "C", "C", "C", "N", "C", "N", "C", "C", "N", "C", "C", "C", "N", "C", "C", "H", "H", "H", "H", "H", "H", "H", "H", "H", "H", "H", "H", "H", "H", "H", "H", "H", "H", "H", "H", "H", "H", "H", "H", "H", "H", "H", "H", "H", "H", "O", "C", "C", "C", "C", "C", "C", "C", "O", "N", "N", "C", "S", "C", "C", "S", "H", "H", "H", "H", "H", "H", "H", "H", "H"], "xyz": [[0.6632, -0.1629, 0.1334], [-3.2090, 2.8151, 0.0363], [-2.0305, 3.0820, -0.7833], [-1.8854, 4.4608, -1.2445], [-1.0616, 2.1614, -1.0272], [-0.6568, 1.3677, -0.0179], [-0.9678, 1.6513, 1.3672], [-0.7992, 2.8997, 1.9076], [-1.1410, 3.1682, 3.2460], [-1.6147, 2.1666, 4.0417], [-1.7417, 0.8481, 3.5454], [-2.1860, -0.1965, 4.3944], [-2.2668, -1.4762, 3.9348], [-1.9091, -1.7630, 2.6018], [-1.5223, -0.7747, 1.7417], [-1.1166, -1.0874, 0.4026], [-1.7975, -1.9236, -0.3982], [-1.2454, -2.6073, -1.4127], [-1.9926, -2.8607, -2.6483], [0.1239, -3.1151, -1.4191], [-3.1328, -2.0380, -0.2495], [-3.9678, -0.9574, 0.2588], [-3.8007, -3.3405, -0.3644], [-1.4155, 0.5713, 2.1936], [-0.6484, 2.0508, -2.2974], [0.5889, 1.4348, -2.7838], [-1.4813, 2.5693, -3.3983], [-4.1083, 2.9468, -0.5680], [-3.2556, 3.5015, 0.8833], [-3.1925, 1.8031, 0.4196], [-2.6091, 4.7200, -2.0190], [-0.8790, 4.6324, -1.6223], [-2.0481, 5.1248, -0.3925], [-0.4176, 3.6949, 1.2835], [-1.0271, 4.1717, 3.6370], [-1.8910, 2.3643, 5.0710], [-2.4426, 0.0391, 5.4213], [-2.5833, -2.2782, 4.5902], [-1.9282, -2.7886, 2.2475], [-2.8885, -2.2489, -2.6852], [-2.2665, -3.9110, -2.7410], [-1.3550, -2.6003, -3.4937], [0.5181, -3.1516, -0.4171], [0.7772, -2.5076, -2.0512], [0.1188, -4.1300, -1.8145], [-3.4435, -0.0137, 0.1712], [-4.2484, -1.1141, 1.3019], [-4.8752, -0.9094, -0.3428], [-3.0720, -4.1308, -0.5217], [-4.5231, -3.3464, -1.1819], [-4.3330, -3.5438, 0.5670], [1.2579, 1.1567, -1.9878], [1.1154, 2.1460, -3.4210], [0.3516, 0.5505, -3.3765], [-2.5329, 2.5320, -3.1321], [-1.3197, 1.9272, -4.2615], [-1.2111, 3.5860, -3.6766], [2.3072, -4.1594, 1.4133], [3.4994, -3.9469, 0.7725], [4.3181, -5.0591, 0.6514], [5.5668, -4.9477, 0.0753], [6.0287, -3.7209, -0.3968], [5.2127, -2.6240, -0.3071], [3.9285, -2.7141, 0.2692], [3.0837, -1.5148, 0.2800], [1.8119, -1.6310, 0.7063], [3.5371, -0.3793, -0.0912], [2.5413, 0.5978, -0.1334], [3.0059, 1.8138, -0.1576], [1.9929, 3.2186, -0.2614], [3.3335, 4.3846, 0.1021], [4.5885, 3.8334, -0.5370], [4.7064, 2.0711, -0.1296], [1.8380, -3.3231, 1.4947], [3.9505, -6.0046, 1.0320], [6.1943, -5.8271, -0.0083], [7.0157, -3.6342, -0.8334], [5.5377, -1.6673, -0.6952], [3.4277, 4.4630, 1.1833], [3.0517, 5.3510, -0.3125], [5.4803, 4.3198, -0.1460], [4.5679, 3.9341, -1.6188]], "mulliken_charge": [1.066, -0.394, 0.580, -1.239, -0.320, -0.175, 0.366, -0.910, -1.080, -0.822, 1.347, -0.875, -1.010, -0.744, -0.052, 0.885, 0.250, 0.361, -1.206, -1.255, 0.204, -0.865, -1.232, -0.041, 0.643, -1.322, -1.186, 0.441, 0.284, -0.135, 0.344, 0.368, 0.399, 0.485, 0.458, 0.483, 0.473, 0.452, 0.627, 0.378, 0.375, 0.401, 0.353, 0.277, 0.507, -0.216, 0.296, 0.492, 0.386, 0.389, 0.387, 0.508, 0.364, 0.281, 0.392, 0.421, 0.328, -0.692, 0.597, -0.668, -0.330, -0.813, -0.606, 0.341, 0.773, -0.585, -0.922, 0.265, 0.010, 0.243, -0.601, -0.629, 0.052, 0.307, 0.455, 0.406, 0.419, 0.458, 0.337, 0.440, 0.436, 0.333], "lumo_ev": -6.457, "relative_energy_ev": 0.350, "charge": 2}

(4)
{"formula": "C3H6N2OS2", "method": "wB97M-V/def2-TZVPD", "species": ["C", "C", "C", "H", "H", "H", "H", "H", "H", "N", "N", "O", "S", "S"], "xyz": [[-2.3468, -0.1804, 0.4450], [-0.9182, -0.1540, -0.2325], [2.4428, 0.0248, -0.2076], [-3.0061, -0.3109, -0.5890], [-2.5973, 0.6915, 1.0565], [-2.5337, -1.0289, 1.1652], [-0.2637, -1.6771, 0.8074], [2.0323, 2.1624, -0.2431], [0.7206, 1.0305, -0.5583], [0.0374, -1.0518, 0.1046], [1.6444, 1.0852, -0.1066], [-0.8335, 0.7703, -1.0764], [1.6187, -1.3450, -0.6804], [4.0031, -0.0165, 0.1152]], "nbo_charge": [-0.701, 0.674, -0.198, 0.258, 0.248, 0.207, 0.412, 0.414, 0.417, -0.760, -0.798, -0.648, 0.538, -0.064], "lumo_ev": 0.036, "relative_energy_ev": 2.122}

(5)
{"formula": "C23H25BN8Pt", "method": "wB97M-V/def2-TZVPD", "species": ["Pt", "C", "C", "C", "C", "N", "N", "B", "N", "C", "C", "C", "C", "N", "N", "C", "C", "C", "C", "N", "N", "C", "C", "C", "C", "N", "H", "H", "H", "H", "H", "H", "H", "H", "H", "H", "H", "H", "H", "H", "H", "H", "H", "H", "H", "H", "C", "C", "C", "C", "C", "C", "C", "H", "H", "H", "H", "H"], "xyz": [[1.3862, -0.4214, 0.8283], [3.1065, -3.2757, -0.4930], [1.8616, -2.8595, -1.1825], [1.1974, -3.4567, -2.2575], [0.0867, -2.6734, -2.4830], [0.0874, -1.6592, -1.6008], [1.1688, -1.7846, -0.8178], [-1.0122, -0.5872, -1.3719], [-1.6148, -0.8416, 0.0166], [-2.8765, -1.0661, 0.4112], [-2.8820, -1.2346, 1.7788], [-1.5506, -1.0946, 2.1820], [-0.9528, -1.1925, 3.5351], [-0.8156, -0.8581, 1.0989], [-0.3709, 0.8203, -1.3568], [-0.8316, 1.9622, -1.8987], [0.0577, 2.9739, -1.6100], [1.0650, 2.3733, -0.8481], [2.2847, 2.9540, -0.2360], [0.7813, 1.0781, -0.7270], [-2.0033, -0.6450, -2.5025], [-1.6890, -0.4024, -3.8039], [-2.8425, -0.4720, -4.5360], [-3.8546, -0.7685, -3.5912], [-5.3032, -0.9510, -3.8226], [-3.3124, -0.8659, -2.3882], [3.5610, -4.1079, -1.0243], [2.8873, -3.5932, 0.5276], [3.8205, -2.4520, -0.4469], [1.4908, -4.3406, -2.7804], [-0.6888, -2.7814, -3.2107], [-3.6660, -1.0952, -0.3124], [-3.7234, -1.4337, 2.4051], [-1.7134, -1.4685, 4.2588], [-0.5114, -0.2438, 3.8402], [-0.1623, -1.9427, 3.5423], [-1.7484, 1.9834, -2.4526], [-0.0010, 4.0050, -1.8912], [2.6623, 3.7613, -0.8545], [3.0449, 2.1791, -0.1364], [2.0706, 3.3534, 0.7550], [-0.6796, -0.1929, -4.0963], [-2.9587, -0.3402, -5.5892], [-5.5273, -0.8469, -4.8792], [-5.8730, -0.2126, -3.2599], [-5.6166, -1.9339, -3.4750], [2.5441, -0.1391, 2.4669], [2.6062, 1.0008, 3.2116], [3.7238, 1.3092, 4.0516], [3.7996, 2.5201, 4.6854], [2.7838, 3.4689, 4.5587], [1.6451, 3.1664, 3.8127], [1.5377, 1.9730, 3.1534], [4.5109, 0.5777, 4.1395], [4.6634, 2.7467, 5.2916], [2.8649, 4.4267, 5.0443], [0.8340, 3.8784, 3.7635], [0.6477, 1.7227, 2.5775]], "nbo_charge": [1.082, -0.653, 0.197, -0.329, 0.024, -0.338, -0.380, 0.916, -0.338, 0.027, -0.335, 0.177, -0.644, -0.337, -0.333, 0.025, -0.329, 0.177, -0.644, -0.328, -0.384, -0.053, -0.327, 0.151, -0.641, -0.302, 0.242, 0.234, 0.229, 0.242, 0.242, 0.278, 0.240, 0.243, 0.219, 0.233, 0.246, 0.243, 0.244, 0.227, 0.225, 0.224, 0.234, 0.226, 0.230, 0.232, -0.031, -0.257, -0.089, -0.240, -0.056, -0.244, -0.099, 0.238, 0.243, 0.239, 0.241, 0.240], "multiplicity": 2, "lumo_ev": [-4.896, -5.752], "charge": 1}

(6)
{"formula": "C20H10Cl5N2O2Ta", "method": "wB97M-V/def2-TZVPD", "species": ["Ta", "O", "C", "C", "C", "C", "C", "C", "C", "N", "N", "C", "O", "C", "C", "C", "C", "C", "C", "H", "H", "H", "H", "H", "H", "H", "H", "H", "H", "Cl", "C", "C", "C", "Cl", "C", "Cl", "C", "Cl", "C", "Cl"], "xyz": [[0.1157, 0.3397, -0.0018], [1.2621, 0.9116, -1.2914], [2.2041, 0.9660, -2.2752], [2.4721, 2.1763, -2.9018], [3.4604, 2.2104, -3.8667], [4.1824, 1.0652, -4.1765], [3.8995, -0.1278, -3.5184], [2.8847, -0.1922, -2.5704], [2.6123, -1.4418, -1.8997], [1.5673, -1.5872, -1.1648], [1.2383, -2.8236, -0.6642], [0.5800, -2.6854, 0.3863], [0.1800, -1.4223, 0.6699], [0.2384, -3.8034, 1.2786], [0.5222, -5.1076, 0.8824], [0.2267, -6.1623, 1.7306], [-0.3418, -5.9151, 2.9697], [-0.6223, -4.6258, 3.3726], [-0.3350, -3.5640, 2.5248], [1.9155, 3.0638, -2.6367], [3.6752, 3.1424, -4.3706], [4.9655, 1.1006, -4.9209], [4.4595, -1.0246, -3.7478], [3.3512, -2.2392, -1.9492], [0.9468, -5.2887, -0.0937], [0.4347, -7.1777, 1.4240], [-0.5716, -6.7410, 3.6287], [-1.0617, -4.4477, 4.3442], [-0.5344, -2.5465, 2.8414], [-1.9927, -0.0434, 1.6445], [-1.9723, 1.6914, 1.4098], [-0.9631, 2.0705, 0.5117], [-0.8821, 3.4598, 0.2332], [0.3072, 4.0398, -0.8452], [-1.7537, 4.3625, 0.8310], [-1.6472, 6.0255, 0.4920], [-2.7418, 3.8981, 1.7315], [-3.8011, 4.9828, 2.4561], [-2.8611, 2.5159, 2.0350], [-4.0385, 1.9157, 3.1022]], "nbo_charge": [2.527, -0.689, 0.331, -0.223, -0.146, -0.158, -0.120, -0.180, 0.189, -0.379, -0.272, 0.552, -0.769, -0.108, -0.157, -0.193, -0.145, -0.205, -0.181, 0.242, 0.252, 0.255, 0.244, 0.234, 0.239, 0.242, 0.240, 0.237, 0.204, 0.144, -0.010, -0.622, 0.002, 0.117, -0.122, 0.153, 0.024, 0.221, -0.121, 0.151], "lumo_ev": -10.079, "relative_energy_ev": 2.896, "charge": 2}